Molecular formula: C2H5N7O3
Method: DFT, ωB97M-V/def2-TZVPD

Its HOMO-LUMO gap (spin up / spin down) is 7.4 / 8.0 eV. As for the LUMO energy (spin up / spin down): -0.01575 / -0.00077 hartree. The calculation puts the energy relative to the best compared isomer or geometry (same formula, charge and spin) at 172.64 kJ/mol. For the molar mass, the calculation gives 175.1 g mol⁻¹.

Structure (ORCA input):
```
! wB97M-V def2-TZVPD RIJCOSX def2/J DEFGRID3
* xyz 0 1
C 2.052 0.367 -0.032
C 0.603 -2.200 0.174
N 2.960 -0.360 -0.044
N 0.146 -2.030 -0.932
N -1.227 1.315 0.289
N 1.038 1.188 0.020
N -0.165 0.775 -0.380
N 0.865 -2.314 1.359
N -2.384 0.803 0.007
O 1.153 2.597 -0.110
O -2.379 -0.368 -0.769
O -3.407 1.318 0.413
H -1.392 -0.501 -0.803
H 0.651 -2.370 -1.780
H -1.099 2.062 1.005
H 0.501 -2.993 1.983
H 2.084 2.709 -0.402
*
```

Molecular formula: C2H5NO
Method: DFT, ωB97M-V/def2-TZVPD

Its HOMO-LUMO gap (spin up / spin down) is 3.9 / 7.5 eV. As for the LUMO energy (spin up / spin down): 0.17411 / 0.16947 hartree. The calculation puts the energy relative to the best compared isomer or geometry (same formula, charge and spin) at 60.31 kJ/mol. For the molar mass, the calculation gives 59.1 g mol⁻¹.

Structure (ORCA input):
```
! wB97M-V def2-TZVPD RIJCOSX def2/J DEFGRID3
* xyz -1 2
O 1.726 0.354 0.802
C 0.501 0.487 0.620
C -0.139 -0.382 -0.507
N -1.710 -0.312 -0.626
H -0.317 0.956 1.316
H 0.131 -1.469 -0.336
H 0.260 0.001 -1.442
H -1.889 0.368 -1.334
H -2.193 -1.129 -0.922
*
```

energy relative to the best compared isomer or geometry (same formula, charge and spin) of number 2 (C2H5NO)? 60.31 kJ/mol